21
Properties=species:S:1:pos:R:3:mulliken_charge:R:1 method="wB97M-V/def2-TZVPD" e_lumo_ev=-0.39 energy_ha=-499.3040 multiplicity=1 de_lowest_ev=3.4773
C -0.48511 -2.22668 -0.10953 -0.4988
C 0.84679 -1.76946 -0.18430 -0.5194
C -1.57325 -1.33218 0.10455 -0.2811
C 1.16135 -0.45416 -0.17647 0.7306
C -2.68221 0.83365 0.08725 -0.1795
C -1.65492 -0.05960 -0.39924 0.4235
C 0.26869 0.49989 -0.60285 0.9276
C 2.36694 0.03339 0.44248 -2.1161
C 0.46635 1.90442 -0.17809 -1.1290
O -3.52583 0.65651 0.93574 -0.5183
O -0.85382 0.31114 -1.48870 -0.4608
H -0.70813 -3.35367 -0.01766 0.2781
H 1.68028 -2.41562 -0.06188 0.4092
H -2.47476 -1.77330 0.47570 0.3691
H -2.48673 1.77244 -0.42857 0.2739
H 2.08286 0.22908 1.46222 0.3726
H 2.64066 0.95101 0.00512 0.3819
H 3.21318 -0.61176 0.40253 0.4872
H 0.97700 1.91163 0.83847 0.2887
H -0.46739 2.51014 -0.36606 0.3198
H 1.20803 2.38312 -0.74071 0.4408



192
Properties=species:S:1:pos:R:3:mulliken_charge:R:1 method="wB97M-V/def2-TZVPD" smiles=CC1(C)CCCC(C)(C)N1O.CC1(C)CCCC(C)(C)N1O.CC1(C)CCCC(C)(C)N1O.COC[C@H](C)N.COC[C@H](C)N.COC[C@H](C)N.COC[C@H](C)N.COC[C@H](C)N.COC[C@H](C)N e_lumo_ev=0.28 energy_ha=-3186.6179 multiplicity=1 de_lowest_ev=1.8954
C 0.85238 5.48773 -7.16842 -1.6760
C -0.38904 4.67872 -6.80115 1.5394
C -1.63228 5.55019 -6.84922 -1.8561
C -0.56453 3.46668 -7.70960 -1.1027
C 0.44807 2.36569 -7.36066 -0.8448
C 0.24463 1.86522 -5.95326 -1.0605
C 0.42159 3.02879 -4.98319 1.6205
C -0.13218 2.54786 -3.64255 -2.7044
C 1.93941 3.31145 -4.79979 -1.4533
N -0.32863 4.18054 -5.41668 0.6326
O -0.39743 5.19066 -4.44240 -0.4488
H 0.84252 5.71992 -8.23688 0.4392
H 0.80368 6.49379 -6.72961 0.4252
H 1.79777 5.07661 -6.82257 0.2937
H -1.43463 6.59518 -6.61550 0.3152
H -1.90942 5.62052 -7.91366 0.4645
H -2.47579 5.12148 -6.32174 0.3150
H -1.58625 3.11373 -7.82009 0.3204
H -0.15346 3.73126 -8.69141 0.4515
H 0.52372 1.57476 -8.11390 0.3989
H 1.42944 2.83389 -7.52855 0.2856
H 0.99462 1.10423 -5.72591 0.4439
H -0.77258 1.49011 -5.81299 0.3503
H 0.09313 3.23602 -2.82872 0.4676
H 0.08701 1.51410 -3.36040 0.4778
H -1.22145 2.49591 -3.78686 0.5473
H 2.37792 2.61439 -4.07874 0.1612
H 2.05680 4.27843 -4.29645 0.2975
H 2.55512 3.20094 -5.69272 0.2774
H 0.45212 5.66533 -4.46485 0.3465
C -3.91103 -2.46199 3.81501 -1.9517
C -4.21168 -1.24686 4.70175 1.6775
C -5.66724 -0.80617 4.51698 -1.8666
C -4.07586 -1.73548 6.15160 -0.9331
C -3.73040 -0.64674 7.17736 -0.7678
C -2.56989 0.17462 6.71598 -1.1773
C -2.81523 0.84595 5.36103 1.5183
C -3.86858 1.96859 5.47179 -1.5583
C -1.48977 1.45766 4.92004 -1.9049
N -3.23211 -0.20457 4.43263 0.4798
O -3.42827 0.31060 3.11772 0.2013
H -2.96770 -2.90097 4.15239 0.3114
H -4.66185 -3.24757 3.84794 0.4214
H -3.72259 -2.10635 2.80124 0.3235
H -6.31393 -1.65909 4.73598 0.5240
H -5.96069 -0.03320 5.23356 0.3290
H -5.88536 -0.41844 3.52354 0.1929
H -4.97387 -2.23029 6.52554 0.3915
H -3.25965 -2.46010 6.22706 0.2154
H -4.59964 -0.09253 7.53539 0.3605
H -3.43157 -1.21178 8.07074 0.4252
H -1.61182 -0.34846 6.66739 0.3409
H -2.36704 0.98199 7.43176 0.3970
H -4.67120 1.70955 6.16384 0.3460
H -4.33617 2.19400 4.51388 0.0895
H -3.34821 2.85762 5.83221 0.5107
H -1.61352 1.87665 3.91939 0.2206
H -0.69003 0.72403 4.80975 0.2845
H -1.20370 2.25429 5.60139 0.5288
H -2.86589 -0.25577 2.56963 0.0924
C 2.64844 -7.46939 4.48081 -1.7548
C 1.61196 -6.98674 3.45527 1.4658
C 1.91242 -7.62186 2.10617 -2.0659
C 0.19127 -7.37576 3.90122 -1.2527
C -0.30404 -6.48817 5.03582 -0.9951
C -0.33088 -5.03479 4.56493 -0.9868
C 0.99892 -4.50353 4.03250 1.5739
C 0.67605 -3.33713 3.07307 -2.3123
C 1.92836 -3.94942 5.12616 -1.7276
N 1.71291 -5.53907 3.29488 0.7418
O 2.94422 -5.11934 2.77822 -0.5238
H 2.49257 -8.52698 4.71889 0.4388
H 3.64646 -7.32603 4.07446 0.3080
H 2.54046 -6.96129 5.43924 0.3810
H 2.94282 -7.49097 1.76004 0.4076
H 1.64271 -8.67408 2.03829 0.3671
H 1.39546 -7.04670 1.32317 0.4540
H -0.41918 -7.31193 2.99828 0.3681
H 0.27834 -8.40731 4.24719 0.5432
H -1.35161 -6.75113 5.20635 0.3766
H 0.30101 -6.63844 5.92581 0.4274
H -0.43877 -4.49668 5.52258 0.3346
H -1.20707 -4.71433 4.00651 0.4203
H 0.18477 -2.52237 3.60982 0.2675
H 0.06649 -3.66732 2.23404 0.5615
H 1.65239 -2.94614 2.77485 0.5743
H 2.75061 -3.36559 4.71572 0.3349
H 2.36765 -4.76116 5.70508 0.3792
H 1.36331 -3.28316 5.78546 0.3975
H 2.82173 -5.14359 1.82198 0.3425
C 4.70993 8.03927 5.97400 -0.7261
O 4.78097 6.70434 5.51392 -0.3249
C 3.90246 6.42085 4.45496 -0.7070
C 3.99200 4.98115 4.08167 0.5648
C 5.31735 4.66527 3.36550 -1.2389
N 2.79554 4.48739 3.41725 -0.6515
H 3.91127 8.08935 6.72725 0.2639
H 4.41950 8.70552 5.15046 0.3180
H 5.64857 8.37494 6.40218 0.2522
H 2.87636 6.70025 4.75415 0.4134
H 4.15551 7.09559 3.61634 0.3746
H 4.13474 4.40753 5.00967 0.1093
H 5.36745 5.23168 2.42531 0.1782
H 5.30189 3.63198 3.01155 0.3087
H 6.16585 4.90657 3.99833 0.4643
H 2.49593 5.24394 2.80324 0.1570
H 2.98157 3.72268 2.77957 0.2587
C -5.84728 -0.76231 -3.80468 -0.5765
O -4.62050 -1.35897 -4.16551 -0.3153
C -4.16085 -2.23623 -3.15085 -0.6534
C -2.69389 -2.49761 -3.39272 0.5858
C -2.12328 -3.67179 -2.63015 -1.4135
N -1.84534 -1.28734 -3.23875 -0.2860
H -6.64553 -1.51033 -3.76417 0.3350
H -6.06875 -0.07414 -4.62005 0.2253
H -5.76674 -0.23025 -2.85266 0.1514
H -4.24045 -1.71972 -2.18016 0.1953
H -4.75397 -3.15743 -3.10984 0.4685
H -2.52830 -2.77528 -4.44236 0.1323
H -1.07845 -3.78700 -2.92544 0.1429
H -2.50042 -4.62065 -3.04051 0.4914
H -2.30765 -3.72442 -1.55714 0.3384
H -2.43016 -0.47998 -3.06317 0.3472
H -1.32127 -1.40338 -2.37510 -0.2227
C 5.86402 -6.27506 -4.93112 -0.7229
O 4.88586 -5.27506 -5.10383 -0.3262
C 3.58137 -5.69463 -4.69281 -0.8607
C 2.66986 -4.49193 -4.83181 0.7718
C 1.36641 -4.77824 -4.04844 -1.1153
N 2.37328 -4.36008 -6.27244 -0.7545
H 6.74352 -5.98995 -5.50273 0.2583
H 5.51434 -7.22352 -5.36705 0.2995
H 6.07814 -6.44233 -3.87055 0.2709
H 3.27362 -6.57614 -5.25928 0.3972
H 3.67953 -5.93805 -3.62296 0.3525
H 3.12334 -3.57497 -4.44139 0.2008
H 0.85371 -5.57865 -4.58309 0.4078
H 0.80578 -3.84851 -4.16698 -0.0630
H 1.56314 -5.03450 -3.01141 0.4430
H 3.28380 -4.30771 -6.71542 0.2628
H 1.78376 -3.57129 -6.49557 0.2245
C -6.16134 2.22609 1.63278 -0.3181
O -5.25956 2.76701 0.69740 -0.4074
C -4.75953 1.79841 -0.18459 -0.3882
C -3.64270 2.33755 -1.04027 0.3148
C -3.98946 3.53133 -1.91009 -1.7244
N -3.16979 1.19020 -1.88288 -0.2587
H -6.20539 2.95562 2.43913 0.2875
H -5.71875 1.32855 2.08360 -0.0947
H -7.13079 1.99087 1.19005 0.3096
H -4.46060 0.86362 0.30570 0.2853
H -5.56340 1.51019 -0.90143 0.2597
H -2.79884 2.55443 -0.37274 0.2920
H -3.98750 4.46977 -1.35611 0.4074
H -5.01163 3.33859 -2.27515 0.3795
H -3.43599 3.67481 -2.83883 0.4077
H -2.35567 1.53173 -2.39461 0.1366
H -3.89943 1.13117 -2.59837 0.2374
C 2.63046 4.90685 -0.10450 -0.8571
O 3.72265 4.15535 0.41417 -0.2434
C 3.88255 2.98115 -0.31365 -0.2897
C 4.28838 3.14912 -1.77534 1.1351
C 4.37941 1.77429 -2.39626 -1.6264
N 5.58679 3.82230 -1.83607 -0.6909
H 2.28667 5.58648 0.67735 0.3224
H 1.81319 4.28324 -0.47534 0.2801
H 2.96715 5.58080 -0.90522 0.2665
H 4.57688 2.30127 0.19066 0.4908
H 2.94329 2.41043 -0.29287 -0.2282
H 3.55018 3.80090 -2.24525 -0.0382
H 4.66740 1.78660 -3.44647 0.3504
H 3.45051 1.19687 -2.37023 0.1102
H 5.13586 1.24025 -1.81225 0.5047
H 5.47406 4.77624 -1.51067 0.3188
H 6.29096 3.40939 -1.23520 0.2960
C 1.19445 -1.71676 -2.18990 -1.3868
O 0.62291 -0.59351 -1.55641 0.8385
C 0.79429 -0.61093 -0.15124 -1.4306
C -0.01193 0.40916 0.58130 1.0679
C 0.33835 0.29636 2.05034 -0.9346
N -1.47921 0.19373 0.47769 -0.2558
H 1.14178 -1.60204 -3.26683 0.4189
H 0.74351 -2.66607 -1.86997 0.3017
H 2.24124 -1.81852 -1.84973 0.4049
H 0.78444 -1.61161 0.30585 0.3628
H 1.86421 -0.35745 0.00723 0.1982
H 0.11862 1.42773 0.20495 0.2403
H -0.08920 1.12706 2.61397 0.1395
H 1.41853 0.40962 2.20877 0.6253
H -0.00841 -0.60768 2.54385 -0.3425
H -1.88700 1.11729 0.63389 0.0844
H -1.80770 0.10837 -0.48818 -0.1605



Per-record HOMO-LUMO gap, eV: 8.30, 8.15